Density functional theory data (ωB97M-V/def2-TZVPD) for a molecular structure, C35H23AsCl2NO3PtS4.

Values from the calculation:
E_HOMO   -3.9 eV
Net charge   -1
Orbital gap   6.21 eV

Atoms and positions in Å:
H1 0.663 -2.230 2.134
H2 1.629 1.582 2.077
C1 -1.486 -3.530 -1.155
C2 3.422 0.582 -2.854
H3 2.727 3.647 -5.061
C3 4.222 1.420 -0.082
C4 3.002 1.847 0.456
H4 5.182 -0.790 2.301
H5 -0.033 -4.260 -2.545
H6 2.146 -0.507 -4.162
O1 -7.306 1.546 -4.404
C5 2.581 0.458 -3.947
C6 2.313 1.557 -4.744
C7 -0.588 -0.699 2.965
H7 -1.670 0.794 4.070
H8 2.989 -0.104 3.237
O2 0.213 1.741 -0.589
Pt1 -1.858 1.567 -0.318
H9 -4.112 -4.134 -0.260
S1 -2.166 1.755 -2.591
C8 -0.918 0.013 4.115
Cl1 4.405 4.440 -2.968
H10 2.473 3.899 0.284
H11 -6.111 -3.748 1.118
H12 1.607 -2.484 -2.056
C9 0.373 -1.517 -0.599
N1 4.750 1.947 -1.323
H13 1.204 -1.450 6.306
C10 2.577 1.270 1.654
C11 -0.840 -1.556 0.065
H14 -6.202 -1.855 2.692
C12 -0.264 -3.501 -1.808
C13 3.972 1.808 -2.471
C14 -6.343 1.587 -3.681
H15 -2.205 -4.305 -1.389
C15 3.347 0.328 2.313
C16 2.181 2.946 -0.164
C17 -5.258 -3.088 1.213
C18 4.572 -0.057 1.788
H16 5.938 0.189 0.143
C19 3.715 2.882 -3.338
C20 -3.108 -1.372 1.436
S2 -4.102 1.623 0.022
C21 -3.040 -2.451 0.548
O3 0.031 3.535 0.742
C22 -0.280 -0.260 5.315
H17 1.806 -2.708 4.263
S3 -4.674 1.692 -4.261
C23 1.038 -1.945 4.226
C24 -4.698 1.591 -1.611
H18 2.353 3.016 -1.234
As1 -1.537 -0.258 1.308
C25 -5.311 -2.022 2.101
C26 2.907 2.772 -4.452
H19 -0.545 0.297 6.205
S4 -6.420 1.499 -1.917
C27 0.700 -1.240 5.371
C28 -3.895 1.675 -2.697
H20 1.646 1.466 -5.589
Cl2 3.845 -0.857 -1.981
C29 -4.132 -3.305 0.436
C30 0.399 -1.674 3.025
C31 -1.783 -2.554 -0.209
C32 5.001 0.489 0.593
H21 -4.293 -0.295 2.866
H22 1.073 -0.709 -0.419
C33 -4.236 -1.152 2.207
H23 5.080 2.899 -1.225
C34 0.674 2.762 0.042
C35 0.660 -2.503 -1.533

---

Density functional theory data (ωB97M-V/def2-TZVPD) for a molecular structure, C35H23F12MoN2O4S2.

Values from the calculation:
Spin multiplicity   2
E_HOMO (alpha / beta)   -0.5 / -0.2 eV
Net charge   -2
Orbital gap (alpha / beta)   4.31 / 3.97 eV

Atoms and positions in Å:
H1 2.397 -4.486 4.885
H2 3.171 -3.343 2.816
F1 -1.347 -1.266 -5.108
O1 2.445 -0.487 0.223
H3 -2.545 2.340 1.829
F2 4.550 -1.945 -1.102
C1 -1.339 -1.518 -0.284
C2 -0.378 -3.532 1.449
C3 -4.162 -1.245 -0.295
F3 2.615 -2.868 -1.406
C4 -0.007 -4.314 2.524
F4 4.019 -3.735 -0.021
F5 -2.639 -0.172 -3.783
H4 1.910 3.394 -5.001
F6 -0.618 -3.715 -4.235
C5 4.059 -1.296 1.639
C6 0.294 1.169 0.034
H5 4.104 3.098 -6.097
H6 -5.970 -0.103 -0.634
C7 -2.114 -1.383 -4.021
C8 2.550 2.559 -4.751
H7 -3.935 -0.690 1.771
C9 2.893 -1.676 0.660
F7 -0.153 -3.900 -2.136
H8 -1.374 -3.630 1.039
C10 -3.426 -0.995 0.860
C11 0.492 -2.588 0.864
C12 1.268 -4.226 3.065
C13 4.571 1.300 -4.991
C14 2.158 -3.368 2.435
C15 -1.059 -3.429 -2.990
H9 -1.486 -0.951 1.765
C16 -3.455 -1.581 -1.440
C17 -1.342 4.964 3.610
C18 -2.292 7.712 2.364
H10 -6.111 -1.814 -1.024
C19 -1.839 3.067 2.211
O2 2.568 -0.246 -2.518
C20 2.060 1.661 -3.761
C21 -2.966 7.143 3.588
C22 1.827 -2.564 1.348
H11 2.161 -5.982 3.986
O3 -4.136 7.273 3.815
Mo1 0.906 -0.301 -1.261
C23 -0.021 4.927 3.165
F8 4.860 -0.363 1.110
O4 -0.116 -1.232 -2.836
H12 -0.727 -5.012 2.946
H13 -6.095 -1.289 0.664
H14 4.632 -0.417 -3.655
C24 4.101 0.444 -4.033
F9 3.570 -0.786 2.784
S1 -1.870 6.230 4.746
C25 -0.087 2.020 0.832
N1 2.899 0.624 -3.456
C26 -2.067 -1.690 -1.475
H15 -3.024 8.224 1.743
C27 -5.663 -1.106 -0.323
C28 -0.507 3.001 1.757
C29 1.684 -5.037 4.267
H16 -1.505 8.397 2.676
C30 -1.297 -1.901 -2.788
F10 -3.151 -2.192 -4.384
H17 5.539 1.124 -5.435
H18 0.683 5.663 3.535
C31 0.392 3.961 2.267
H19 -4.019 -1.764 -2.346
C32 3.525 -2.557 -0.478
S2 0.589 1.790 -2.958
N2 0.043 -1.784 -0.160
H20 -1.822 6.904 1.802
H21 0.821 -5.281 4.892
H22 1.421 3.923 1.933
C33 -2.247 4.021 3.126
F11 4.886 -2.319 1.996
C34 3.762 2.388 -5.352
H23 -3.277 4.050 3.463
F12 -2.184 -4.164 -2.811
C35 -2.055 -1.133 0.862

---

Density functional theory data (ωB97M-V/def2-TZVPD) for a molecular structure, C35H24Cl5N8O2STc.

Values from the calculation:
Spin multiplicity   4
E_HOMO (alpha / beta)   -9.0 / -9.9 eV
Net charge   +1
Orbital gap (alpha / beta)   6.18 / 6.18 eV

Atoms and positions in Å:
H1 -2.055 5.813 3.916
N1 -1.300 -2.436 -2.252
C1 3.611 2.258 -0.483
C2 1.244 -1.303 3.244
N2 -1.959 4.124 -4.754
N3 -0.100 0.754 -2.139
O1 1.429 2.454 0.404
Cl1 -1.933 -4.469 3.458
H2 3.682 3.280 -0.828
C3 1.505 -3.779 -4.085
C4 3.024 -3.948 1.579
C5 2.454 -2.639 1.458
H3 2.993 -1.519 -2.058
H4 -2.268 0.301 0.409
H5 -4.587 0.639 1.187
O2 -0.292 1.014 0.678
H6 1.354 4.426 1.733
C6 4.629 1.586 0.062
C7 -3.792 -2.214 -1.282
C8 -2.755 -1.378 -0.840
Cl2 0.170 -4.595 1.234
H7 2.605 -4.713 2.215
C9 -1.640 2.917 2.223
Tc1 0.310 -0.528 -0.742
S1 4.594 -2.690 0.043
H8 -1.477 3.858 -5.595
C10 -0.808 -2.137 4.202
N4 -1.439 -1.539 -1.287
C11 2.539 -3.045 -3.472
H9 5.610 2.033 0.159
C12 -1.754 3.396 -3.655
H10 4.791 -4.987 0.808
C13 -2.253 3.886 2.996
C14 -1.573 5.054 3.314
C15 -5.385 -0.971 0.028
C16 3.240 -0.386 0.290
N5 0.962 -1.925 -2.068
C17 0.204 -1.182 4.162
H11 -3.099 4.445 -2.510
C18 2.267 1.640 -0.568
Cl3 2.541 -0.181 3.341
H12 3.569 -3.195 -3.758
C19 0.220 -3.285 2.350
H13 1.808 1.872 -1.531
C20 -0.338 3.112 1.765
H14 -6.401 -0.811 0.361
C21 3.230 -1.820 0.655
C22 -3.060 -0.346 0.057
C23 -5.088 -2.003 -0.853
H15 -3.555 -3.010 -1.969
H16 -3.263 3.734 3.353
C24 4.439 0.241 0.486
H17 0.260 6.157 3.116
C25 1.264 -2.339 2.295
H18 -0.633 -4.070 -4.131
C26 2.221 -2.128 -2.509
C27 0.217 -3.570 -3.690
Cl4 -2.075 -1.997 5.342
H19 -2.158 2.002 1.963
C28 0.287 2.086 0.903
C29 -0.534 1.568 -2.848
N6 -0.906 2.396 -3.740
H20 5.242 -0.285 0.978
H21 -5.881 -2.649 -1.205
N7 -2.405 3.719 -2.527
Cl5 0.200 0.106 5.297
H22 -2.616 4.882 -4.781
C30 -0.273 5.250 2.865
H23 -2.280 3.159 -1.701
H24 1.740 -4.483 -4.872
C31 -0.054 -2.647 -2.653
C32 -0.779 -3.214 3.319
C33 0.345 4.286 2.089
C34 4.161 -4.115 0.873
N8 2.167 0.235 -0.309
C35 -4.362 -0.151 0.483

---

Density functional theory data (ωB97M-V/def2-TZVPD) for a molecular structure, C35H26Br2Cl3N6O2SeY.

Values from the calculation:
E_HOMO   -7.6 eV
Net charge   0
Orbital gap   7.70 eV

Atoms and positions in Å:
H1 -0.412 -4.860 3.472
H2 2.611 0.592 -1.577
H3 -5.635 -0.053 -0.508
C1 2.642 1.334 -0.786
C2 0.558 4.068 -3.211
H4 4.097 2.581 -1.733
C3 -4.834 1.697 0.466
C4 0.619 6.007 -1.798
N1 -0.437 -1.750 2.224
C5 3.451 -2.257 0.732
C6 0.783 5.449 -3.032
H5 1.496 0.927 3.062
N2 -0.334 1.040 2.061
Cl1 2.779 -3.066 -3.096
H6 5.089 -2.848 1.975
H7 -3.682 3.231 1.446
H8 0.787 2.550 3.039
C7 0.147 3.334 -2.077
C8 -1.074 -1.723 4.521
N3 -2.456 0.261 0.499
H9 0.030 -3.580 1.403
C9 2.807 -2.276 -0.522
C10 -1.231 2.084 1.542
Cl2 6.769 -4.399 0.270
C11 0.951 1.643 2.434
H10 -0.645 5.190 1.227
C12 0.220 5.188 -0.719
C13 -3.563 -0.253 -0.031
H11 -1.166 -3.617 5.516
H12 -2.024 0.650 3.251
N4 -3.315 -3.638 1.030
H13 2.587 3.799 2.094
H14 -5.758 2.259 0.458
C14 -0.801 -1.082 3.317
C15 2.623 3.115 1.259
C16 -0.288 -3.078 2.310
O1 -0.469 1.250 -1.120
C17 3.491 -3.006 -1.522
C18 -0.534 -3.790 3.467
O2 1.682 -1.675 -0.762
Cl3 2.678 -1.403 2.035
C19 -0.951 0.418 3.242
H15 -3.477 -1.252 -0.441
C20 0.069 5.772 0.651
Y1 -0.032 -0.611 -0.025
C21 -0.104 1.916 -2.160
N5 -0.011 3.908 -0.862
H16 0.668 1.515 -5.463
H17 -0.719 2.620 0.722
C22 -2.509 1.494 1.007
H18 -1.471 2.809 2.341
C23 0.521 2.037 -4.530
H19 1.081 6.051 -3.878
C24 0.120 1.321 -3.399
H20 -1.382 -1.142 5.378
C25 -4.772 0.422 -0.069
C26 -0.950 -3.097 4.595
C27 -2.526 -3.388 0.225
C28 -3.682 2.240 1.016
N6 1.836 1.113 0.251
Se1 -1.276 -2.941 -1.034
C29 3.465 2.443 -0.869
H21 -0.538 0.857 4.164
C30 0.725 3.389 -4.441
H22 1.025 5.748 1.174
Br1 1.257 4.341 -5.994
H23 4.082 4.232 0.147
H24 5.173 -4.196 -2.093
C31 4.692 -3.653 -1.294
C32 5.262 -3.593 -0.032
Br2 -0.098 -0.559 -3.484
H25 -0.261 6.808 0.610
H26 0.779 7.061 -1.641
C33 4.647 -2.896 0.992
C34 3.454 3.352 0.175
C35 1.822 1.982 1.256

---

Q: Which total energy values were calculated for the entries above? A: -6496.4569; -3821.0610; -4716.4437; -10797.0121, in Ha.
Q: Which energy relative to the best compared isomer or geometry (same formula, charge and spin) values were calculated for the entries above? A: 1.4; 0.0; 24.0; 11.7, in kcal per mole.